[1]
ORCA calculation (ωB97M-V/def2-TZVPD) on a structure of composition C15H29OPr at a distorted geometry.

The total energy is -1180.61783 Eh. As for the expectation value of S²: 2.008. Its net charge is +2. As for the spin multiplicity: 3.

```
46
Properties=species:S:1:pos:R:3:forces:R:3:mulliken_spin:R:1
C 2.436 3.335 0.033 0.10 0.22 -0.15 0.00
H 2.388 4.283 0.581 0.00 -0.18 -0.08 0.00
H 3.037 3.501 -0.870 -0.18 0.01 0.19 0.00
H 2.970 2.622 0.657 0.06 -0.11 0.01 0.00
C 1.032 2.856 -0.326 0.03 -0.07 -0.07 0.00
H 1.106 2.055 -1.074 -0.07 0.05 0.23 0.00
H 0.570 2.425 0.581 -0.11 -0.05 0.21 0.00
C 0.128 3.940 -0.892 -0.35 0.09 -0.13 0.00
H -0.924 3.616 -0.905 0.16 0.13 -0.08 0.00
H 0.176 4.873 -0.321 0.02 -0.22 0.00 0.00
H 0.410 4.170 -1.922 -0.01 0.05 0.09 0.00
C -1.146 -2.351 -0.857 0.90 0.03 -0.85 -0.01
C -1.523 -1.432 -1.898 1.22 -0.20 0.13 0.00
C -0.389 -0.591 -2.177 0.07 -1.22 0.11 -0.01
C 0.672 -0.975 -1.291 -0.33 -1.11 -0.84 -0.01
C 0.206 -2.070 -0.484 -0.10 -0.36 -1.12 -0.01
C 1.013 -2.808 0.532 0.24 -0.17 0.46 0.00
C 2.078 -0.479 -1.326 0.39 0.34 0.13 0.00
C -0.336 0.515 -3.173 0.03 0.36 -0.14 0.00
C -2.932 -1.166 -2.306 -0.07 -0.05 -0.40 0.00
C -2.045 -3.339 -0.199 -0.21 -0.16 0.29 0.00
Pr -1.176 -0.122 0.108 -1.29 2.45 2.31 2.06
H 2.598 -0.688 -0.383 -0.03 0.03 -0.29 0.00
H 2.634 -0.973 -2.139 -0.19 0.12 0.28 0.00
H 2.132 0.603 -1.495 0.13 -0.39 -0.10 0.00
H 1.866 -2.208 0.870 -0.18 -0.19 -0.03 0.00
H 0.416 -3.069 1.419 0.20 -0.02 -0.24 0.00
H 1.424 -3.748 0.124 -0.24 0.37 0.08 0.00
H -3.048 -2.916 -0.041 0.08 -0.22 0.05 0.00
H -2.177 -4.245 -0.813 0.02 0.33 0.09 0.00
H -1.630 -3.672 0.762 -0.21 0.06 -0.20 0.00
H -2.987 -0.322 -3.004 -0.16 -0.20 0.26 0.00
H -3.351 -2.040 -2.826 -0.07 0.22 0.27 0.00
H -3.590 -0.973 -1.428 0.06 -0.01 -0.28 0.00
H 0.293 1.347 -2.827 -0.19 -0.16 -0.16 0.00
H 0.116 0.153 -4.108 -0.19 0.09 0.17 0.00
H -1.338 0.901 -3.403 0.32 -0.02 -0.08 0.00
C 0.338 0.169 4.778 -0.41 -0.08 0.02 0.00
C -0.583 -0.632 3.878 -0.22 -0.33 0.43 0.00
O -0.587 -0.074 2.525 0.28 0.71 -0.85 0.00
H 1.299 0.378 4.304 0.04 -0.13 0.00 0.00
H 0.524 -0.404 5.685 0.07 0.03 0.02 0.00
H -0.134 1.110 5.080 0.11 -0.09 -0.09 0.00
H -0.305 -1.676 3.762 0.24 -0.02 0.10 0.00
H -1.619 -0.599 4.210 0.02 0.03 0.16 0.00
H -0.039 0.722 2.598 0.03 0.03 0.08 0.00
```
Positions in Å, forces in eV/Å.

---

[2]
ORCA calculation (ωB97M-V/def2-TZVPD) on a structure of composition C15H30AsF7O15Tl at a distorted geometry.

The value obtained for the energy above the lowest of the compared OMol25 structures with the same formula, charge and spin is 4.36 kcal per mole. Its net charge is +1.

```
69
Properties=species:S:1:pos:R:3:forces:R:3:mulliken_charge:R:1
Tl 23.686 -4.678 15.020 -0.22 0.22 -0.06 1.80
As 23.897 -2.880 11.491 -0.37 -0.26 -1.58 2.07
F 22.842 -2.173 12.750 0.68 -0.72 -0.30 -0.52
F 23.050 -4.456 11.703 0.79 1.28 0.09 -0.47
F 24.883 -3.612 10.197 -0.45 0.54 1.71 -0.49
F 24.731 -1.344 11.403 -0.13 -1.11 0.28 -0.49
F 25.031 -3.456 12.789 -0.78 0.14 0.27 -0.53
F 22.800 -2.366 10.254 0.00 -0.24 0.61 -0.49
F 24.525 -4.920 17.760 -0.71 0.05 -2.32 -0.41
C 21.465 -9.531 14.580 1.29 -1.58 3.23 -0.33
O 20.859 -8.842 13.606 -0.35 3.96 -3.38 -0.39
C 21.291 -7.556 13.321 0.16 1.81 0.39 0.34
O 22.353 -7.010 13.716 -3.49 -2.14 -0.69 0.00
O 20.342 -6.847 12.568 2.69 -1.76 1.86 0.11
C 19.253 -7.530 11.966 -1.14 -0.45 -0.60 -0.93
H 21.338 -9.008 15.528 -0.06 0.01 0.31 -0.07
H 22.541 -9.696 14.512 0.03 0.02 -0.63 0.20
H 20.942 -10.484 14.664 0.20 -0.02 -0.08 0.33
H 18.323 -7.070 12.301 0.13 0.32 -0.07 0.26
H 19.116 -8.590 12.176 0.66 0.11 0.27 0.37
H 19.355 -7.424 10.886 -0.03 0.10 0.06 0.31
C 24.139 -8.543 11.450 -2.94 0.08 0.16 -0.42
O 25.148 -7.666 11.018 0.81 0.90 2.25 -0.25
C 25.566 -6.739 11.959 0.39 0.64 0.65 0.44
O 24.888 -6.222 12.910 1.71 -2.25 -3.12 -0.26
O 26.839 -6.403 11.693 -0.30 0.34 0.92 -0.27
C 27.855 -7.359 11.208 -0.59 -0.59 0.04 -0.69
H 24.279 -9.186 12.320 1.18 0.00 -0.12 0.32
H 23.732 -9.130 10.627 0.81 -0.02 -0.24 0.39
H 23.268 -7.965 11.759 0.09 0.35 -0.09 -0.13
H 28.890 -7.040 11.334 -0.48 1.14 0.33 0.29
H 27.746 -7.565 10.143 -0.45 -0.13 0.23 0.29
H 27.805 -8.241 11.846 -0.37 -0.22 -0.39 0.31
C 24.910 -1.931 18.802 -0.50 0.48 0.91 -0.61
O 24.686 -0.816 17.849 0.76 -0.78 2.55 -0.33
C 24.668 -1.035 16.594 -1.43 1.38 -1.59 0.78
O 24.669 -2.094 16.012 0.21 -2.09 -1.18 -0.51
O 24.515 0.121 15.934 -0.36 -1.28 2.54 -0.33
C 24.211 0.169 14.570 0.61 1.57 -1.60 -0.46
H 25.891 -2.405 18.786 -0.10 0.20 -0.86 0.32
H 24.102 -2.662 18.822 0.12 -0.01 -0.87 0.25
H 24.830 -1.486 19.794 0.11 0.54 -0.27 0.27
H 25.211 0.159 14.137 -0.44 0.05 -0.95 0.35
H 23.745 1.150 14.487 0.48 0.28 -0.25 0.29
H 23.495 -0.443 14.021 0.27 -1.12 1.01 0.10
C 22.371 -7.496 18.642 1.49 0.89 0.00 -0.61
O 21.073 -7.393 18.097 -1.15 -1.24 -0.14 -0.36
C 20.687 -6.667 17.072 0.13 1.22 0.77 0.57
O 21.420 -5.854 16.502 -1.35 -1.06 -0.05 -0.32
O 19.332 -6.782 16.883 1.49 1.00 -1.53 -0.22
C 18.578 -7.832 17.493 0.61 -0.27 1.68 -0.73
H 23.131 -6.973 18.063 -0.26 0.19 -0.27 0.18
H 22.713 -8.528 18.721 -0.62 -0.07 0.05 0.30
H 22.358 -7.004 19.615 -0.10 -0.28 0.04 0.30
H 17.496 -7.771 17.378 0.29 0.50 -1.08 0.26
H 18.683 -7.682 18.567 0.25 -0.54 0.12 0.33
H 18.979 -8.797 17.181 -0.23 0.01 0.11 0.29
C 18.517 -3.912 14.702 0.66 -1.56 0.94 -0.71
O 18.969 -3.603 13.382 -0.33 0.50 0.40 -0.39
C 20.222 -3.826 13.076 1.75 -1.27 -1.99 0.55
O 21.134 -4.216 13.869 -1.90 1.20 -0.96 -0.07
O 20.398 -3.732 11.728 3.34 0.92 3.46 -0.07
C 19.433 -3.943 10.782 -2.49 -1.15 -0.21 -0.65
H 17.723 -3.292 15.118 0.39 0.50 -0.69 0.34
H 19.398 -3.993 15.339 -0.22 0.46 0.27 0.23
H 18.143 -4.936 14.671 -0.23 -0.02 -0.12 0.25
H 19.666 -3.687 9.748 0.81 0.51 0.51 0.25
H 18.511 -3.448 11.088 -0.18 -0.09 -0.34 0.34
H 19.310 -5.026 10.807 -0.64 -0.11 -0.40 0.13
```
Positions in Å, forces in eV/Å.

---

[3]
ORCA calculation (ωB97M-V/def2-TZVPD) on a structure of composition C15H30BCl2F4N3S5SeW at a distorted geometry.

The value obtained for the energy above the lowest of the compared OMol25 structures with the same formula, charge and spin is 23.87 kcal per mole. Its net charge is +2.

```
62
Properties=species:S:1:pos:R:3:forces:R:3:mulliken_charge:R:1
W -1.069 -0.433 0.005 0.76 1.53 0.65 -0.96
C -3.665 1.532 1.851 0.07 0.03 0.03 -0.50
C -3.781 0.187 2.541 0.03 0.08 -0.03 -0.96
S -2.330 -0.872 2.300 0.07 -0.23 -0.05 0.30
C -1.213 -0.308 3.612 0.09 -0.02 -0.05 -0.74
C -0.565 1.042 3.377 -0.06 0.01 -0.01 -1.13
S 0.291 1.033 1.775 -0.62 0.05 -0.20 0.47
C 0.262 2.770 1.297 -0.04 -0.02 -0.01 -0.76
C 0.643 2.791 -0.170 -0.06 -0.03 0.03 -0.89
S -0.362 1.714 -1.238 -0.12 -0.30 -0.15 0.23
C -1.812 2.744 -1.592 -0.06 -0.02 -0.02 -1.02
C -2.798 2.842 -0.450 -0.01 -0.02 -0.02 -0.73
S -3.242 1.178 0.131 0.15 -0.32 0.20 0.35
H -2.912 2.177 2.300 -0.01 -0.01 0.03 0.12
H -4.623 2.053 1.870 0.00 0.00 -0.04 0.58
H -4.618 -0.382 2.137 0.01 0.01 0.02 0.39
H -3.940 0.290 3.614 0.03 -0.01 0.01 0.51
H -0.461 -1.093 3.696 -0.07 0.05 -0.01 0.09
H -1.785 -0.309 4.539 -0.02 0.01 -0.01 0.72
H 0.186 1.222 4.146 0.03 0.01 -0.02 0.62
H -1.281 1.860 3.400 -0.01 -0.01 0.02 0.43
H 0.999 3.318 1.885 0.01 -0.03 0.02 0.60
H -0.719 3.202 1.484 0.01 -0.01 0.00 0.18
H 1.666 2.436 -0.305 0.00 -0.01 -0.01 0.23
H 0.587 3.794 -0.595 0.00 0.00 0.00 0.64
H -2.260 2.284 -2.475 0.05 0.05 0.05 0.36
H -1.447 3.727 -1.889 0.02 0.00 0.01 0.57
H -3.716 3.319 -0.794 -0.01 -0.02 0.01 0.65
H -2.408 3.419 0.386 -0.01 -0.02 0.00 0.33
Se -2.561 -0.811 -2.032 -0.30 0.11 -0.40 0.19
C -1.727 0.035 -3.447 0.21 -0.17 0.19 0.29
N -1.233 0.687 -4.258 0.03 0.01 -0.14 -0.51
F 0.180 -3.356 3.166 -0.01 -0.05 0.04 -0.19
B 1.310 -2.870 2.687 -0.10 -0.08 -0.08 0.71
F 0.134 -1.508 1.154 -0.77 -0.12 0.33 -0.05
F 1.818 -1.778 3.240 0.08 0.06 0.09 -0.20
F 1.949 -3.475 1.715 0.06 -0.09 0.03 -0.19
Cl -4.491 -2.388 0.209 -0.03 -0.01 -0.06 -0.05
C -3.328 -3.699 0.124 0.07 -0.02 0.00 -0.54
Cl -1.616 -3.132 0.112 -0.10 -0.25 -0.16 0.18
H -3.479 -4.263 -0.789 -0.02 0.04 0.00 0.42
H -3.421 -4.314 1.012 -0.01 -0.03 -0.03 0.41
C 2.712 -0.599 0.533 0.26 -0.11 -0.20 -0.18
N 3.037 -0.421 -0.878 0.06 0.16 0.43 0.40
C 4.277 0.306 -1.145 -0.01 0.03 0.06 -1.31
C 2.266 -0.882 -1.853 -0.13 0.10 -0.07 0.46
S 0.565 -1.263 -1.733 -0.22 -0.36 -0.06 -0.04
N 2.829 -1.126 -3.040 -0.01 -0.09 0.00 0.10
C 4.158 -1.743 -3.109 0.09 -0.05 -0.03 -1.19
C 2.090 -1.181 -4.301 -0.04 -0.08 -0.01 -1.02
H 3.538 -1.111 1.029 0.05 -0.01 -0.03 0.51
H 1.812 -1.201 0.636 0.57 0.30 -0.16 -0.65
H 2.576 0.370 1.018 0.18 -0.17 -0.13 0.28
H 4.324 1.146 -0.452 0.01 0.00 0.01 0.41
H 4.277 0.683 -2.165 0.01 -0.01 0.05 0.42
H 5.157 -0.318 -0.984 0.00 0.07 0.01 0.37
H 4.508 -2.013 -2.116 -0.03 -0.03 -0.11 0.39
H 4.880 -1.084 -3.591 0.00 -0.02 0.01 0.37
H 4.067 -2.655 -3.700 0.01 0.00 -0.01 0.42
H 1.294 -0.447 -4.315 -0.13 0.08 0.02 0.37
H 1.674 -2.176 -4.472 0.01 0.01 0.00 0.36
H 2.796 -0.952 -5.097 -0.03 0.00 -0.01 0.38
```
Positions in Å, forces in eV/Å.

---

[4]
ORCA calculation (ωB97M-V/def2-TZVPD) on a cluster of 2 separate species, C15H30BN2O8P2 in total at a distorted geometry.

The total energy is -2008.37639 Eh. Its net charge is +1.

```
58
Properties=species:S:1:pos:R:3:forces:R:3:mulliken_charge:R:1
C 6.421 -1.210 0.975 0.13 -0.07 0.00 -0.65
C 6.187 -1.356 2.287 -0.35 0.29 -0.47 -0.28
C 4.902 -0.752 2.889 1.47 0.33 -0.47 -0.81
C 3.751 -1.150 1.997 0.16 0.03 0.52 0.48
C 3.508 -2.505 1.849 -0.31 -0.43 -0.04 -1.07
C 2.501 -2.976 1.045 0.01 0.36 0.04 -0.35
C 1.709 -2.043 0.367 0.12 -0.33 0.16 0.26
O 0.724 -2.422 -0.478 0.09 -0.04 0.31 -0.52
C -0.276 -3.269 0.113 -0.85 -0.34 -0.38 -0.90
C -1.323 -2.510 0.892 0.24 -0.13 -0.13 0.10
O -0.740 -1.901 2.017 -0.12 -0.34 0.07 -0.30
C -1.712 -1.414 2.941 -0.04 0.84 0.12 -0.40
C -2.171 -0.006 2.563 0.13 -0.50 0.16 -0.84
C 1.950 -0.698 0.512 -0.79 0.30 -0.10 0.02
B 1.022 0.301 -0.352 0.48 0.32 -0.45 0.45
N 1.673 1.101 -1.376 0.44 -0.26 1.23 -0.49
O -0.310 0.390 -0.156 0.28 -0.05 -0.24 -0.26
N 2.956 -0.271 1.346 0.16 -0.29 -0.75 0.52
P 3.262 1.449 1.624 0.03 0.78 1.69 0.48
O 3.224 1.745 3.058 0.03 -0.06 0.05 -0.63
H 6.778 -2.016 0.344 1.38 0.40 0.29 0.29
H 6.217 -0.269 0.464 -1.21 -0.40 -0.22 0.23
H 6.886 -1.887 2.923 -0.69 -1.00 -0.07 0.43
H 5.064 0.320 2.977 -0.44 0.03 0.48 0.44
H 4.748 -1.227 3.856 -0.12 0.45 0.20 0.37
H 4.117 -3.220 2.385 0.17 0.17 0.02 0.48
H 2.336 -4.039 0.945 -0.05 0.01 -0.05 0.55
H 0.136 -4.083 0.713 0.35 0.22 0.06 0.30
H -0.792 -3.739 -0.725 0.16 0.02 -0.09 0.43
H -2.076 -3.252 1.194 -0.04 0.06 0.02 0.73
H -1.800 -1.793 0.217 0.00 0.14 0.17 -0.33
H -2.571 -2.088 3.004 0.12 -0.16 -0.02 0.34
H -1.233 -1.363 3.919 0.09 -0.24 -0.04 0.33
H -2.704 -0.036 1.614 0.00 0.27 -0.02 0.17
H -2.821 0.395 3.340 -0.10 -0.02 -0.08 0.46
H -1.291 0.631 2.493 -0.08 0.11 -0.17 0.12
H 1.549 2.097 -1.225 -0.34 0.05 -0.65 0.26
H 2.670 0.923 -1.403 0.01 0.09 -0.44 0.26
H -0.673 0.838 -0.938 -0.47 0.13 0.29 0.22
H 4.523 1.664 1.045 -0.24 -0.21 -0.49 0.13
H 2.287 2.189 0.954 0.07 -0.52 -0.55 0.05
C -2.995 3.478 -5.172 -0.20 0.07 -0.28 -0.70
O -3.708 3.561 -3.918 2.70 -0.82 0.45 -0.27
P -3.861 2.208 -3.046 -5.24 -0.10 1.09 0.62
O -4.785 1.346 -3.812 0.86 -0.26 -0.28 -0.68
O -4.530 2.953 -1.796 0.13 -0.05 0.10 -0.30
C -5.674 3.789 -1.991 -0.04 0.20 -0.03 -0.67
O -2.990 1.254 -2.080 1.84 1.24 -0.81 0.11
C -3.369 -0.123 -1.996 0.12 -0.49 -0.13 0.08
H -2.747 4.491 -5.477 -0.04 0.03 0.10 0.25
H -2.074 2.906 -5.069 0.02 0.00 -0.01 0.29
H -3.633 3.018 -5.925 -0.01 -0.07 0.06 0.30
H -6.331 3.381 -2.759 0.05 -0.03 -0.03 0.34
H -5.365 4.797 -2.260 0.02 -0.01 -0.06 0.26
H -6.210 3.826 -1.045 0.05 -0.07 0.03 0.24
H -3.185 -0.639 -2.936 -0.15 0.04 -0.04 0.35
H -4.411 -0.230 -1.706 -0.04 0.14 -0.13 0.31
H -2.741 -0.565 -1.224 0.07 0.17 0.00 -0.62
```
Positions in Å, forces in eV/Å.